Entry from the OMol25 dataset: a single C10H17N3O molecule at a distorted geometry (wB97M-V/def2-TZVPD).

```
31
Properties=species:S:1:pos:R:3:lowdin_charge:R:1
C -3.352 1.211 0.952 0.11
C -2.868 -0.028 0.786 -0.38
C -3.627 -0.943 0.002 -0.19
N -4.258 -1.648 -0.646 0.19
O -1.685 -0.390 1.326 -0.05
C -1.200 -1.714 1.158 -0.18
C 0.321 -1.660 1.006 -0.17
C 0.801 -1.718 -0.445 -0.18
C 0.149 -0.689 -1.373 -0.37
C 0.652 -0.882 -2.808 -0.07
C 0.366 0.727 -0.940 -0.14
N 1.106 1.039 0.035 0.01
N 1.328 2.322 0.359 -0.14
C 1.648 2.561 1.745 -0.11
H -2.801 1.932 1.527 0.07
H -4.291 1.503 0.522 0.07
H -1.668 -2.194 0.290 0.11
H -1.473 -2.292 2.051 0.13
H 0.764 -2.494 1.552 0.11
H 0.668 -0.730 1.458 0.10
H 1.880 -1.558 -0.456 0.12
H 0.599 -2.715 -0.844 0.12
H -0.936 -0.858 -1.392 0.13
H 1.724 -0.703 -2.867 0.08
H 0.153 -0.198 -3.492 0.08
H 0.447 -1.900 -3.135 0.08
H -0.168 1.485 -1.532 0.13
H 0.698 3.011 -0.061 0.12
H 2.499 1.934 2.010 0.08
H 0.818 2.331 2.425 0.07
H 1.921 3.608 1.868 0.07
```

Summary:
* molar mass: 195.27 g/mol
* relative energy (zero: lowest compared OMol25 entry of this formula, charge and spin): 150.2 kJ/mol
* energy: -630.65541 hartree
* HOMO-LUMO gap: 9.1 eV
* structure (SMILES): C=C(C#N)OCCC[C@H](C)/C=N/NC

---

Entry from the OMol25 dataset: a single C10H17N3O2S molecule at a distorted geometry (wB97M-V/def2-TZVPD).

```
33
Properties=species:S:1:pos:R:3:lowdin_charge:R:1
C -1.769 -3.422 -1.237 -0.11
C -1.628 -2.866 -2.648 -0.26
C -2.349 -1.532 -2.840 -0.20
C -1.799 -0.432 -1.931 -0.12
C -2.507 -0.383 -0.609 -0.46
O -3.582 -0.870 -0.362 0.09
N -1.871 0.323 0.411 0.10
C -0.698 1.005 0.416 -0.60
N 0.122 1.158 -0.566 0.00
N 1.195 1.876 -0.262 0.01
C 1.247 2.297 0.945 -0.61
C 2.324 3.139 1.512 -0.16
C 2.918 2.592 2.826 -0.24
O 3.849 1.560 2.655 -0.18
C 3.304 0.322 2.269 -0.10
S -0.158 1.804 1.903 1.08
H -1.336 -4.419 -1.177 0.07
H -1.259 -2.788 -0.514 0.07
H -2.817 -3.481 -0.955 0.08
H -0.568 -2.741 -2.885 0.11
H -2.041 -3.587 -3.357 0.10
H -3.412 -1.661 -2.631 0.11
H -2.241 -1.225 -3.881 0.11
H -0.727 -0.549 -1.774 0.10
H -1.939 0.551 -2.390 0.13
H -2.398 0.339 1.277 0.14
H 1.918 4.133 1.716 0.12
H 3.115 3.229 0.765 0.13
H 3.476 3.393 3.318 0.13
H 2.098 2.271 3.490 0.10
H 2.920 0.349 1.244 0.08
H 4.117 -0.399 2.325 0.09
H 2.498 0.016 2.948 0.09
```

Summary:
* molar mass: 243.33 g/mol
* relative energy (zero: lowest compared OMol25 entry of this formula, charge and spin): 0.9 kJ/mol
* energy: -1104.16213 hartree
* HOMO-LUMO gap: 9.5 eV
* structure (SMILES): CCCCC(=O)Nc1nnc(CCOC)s1

---

Entry from the OMol25 dataset: a single C10H17N3O4 molecule at a distorted geometry (wB97M-V/def2-TZVPD).

```
34
Properties=species:S:1:pos:R:3:lowdin_charge:R:1
N 1.576 -3.553 1.103 0.08
C 2.257 -3.163 0.047 -0.51
O 3.061 -4.043 -0.411 0.00
C 1.603 -1.805 -0.467 -0.14
C 0.293 -2.143 -0.922 -0.16
C -0.252 -0.815 -1.651 -0.29
N -0.653 0.127 -0.747 0.06
C -0.289 1.431 -1.094 -0.27
O -0.042 1.695 -2.354 -0.01
C -0.735 2.460 0.014 -0.28
C 0.256 3.199 0.775 -0.17
C 0.128 2.908 2.326 -0.20
C -0.500 1.608 2.306 -0.20
N -1.402 1.661 1.061 -0.02
C -1.442 -1.181 -2.606 -0.14
O -1.420 -1.518 -3.881 0.01
O -2.869 -1.225 -1.831 -0.05
H 2.097 -4.432 1.577 0.18
H 1.533 -2.702 1.828 0.16
H 1.561 -1.099 0.295 0.09
H 2.226 -1.578 -1.324 0.13
H -0.430 -2.511 -0.057 0.17
H 0.306 -2.802 -1.727 0.11
H 0.569 -0.567 -2.457 0.19
H -1.293 -0.128 0.048 0.17
H -1.437 3.020 -0.484 0.13
H 0.040 4.348 0.686 0.14
H 1.364 3.159 0.251 0.17
H 1.222 2.962 2.658 0.15
H -0.591 3.602 2.488 0.07
H -1.199 1.719 3.236 0.15
H 0.293 0.890 2.462 0.10
H -2.284 2.098 1.247 0.11
H -3.545 -1.621 -2.394 0.06
```

Summary:
* molar mass: 243.26 g/mol
* relative energy (zero: lowest compared OMol25 entry of this formula, charge and spin): 663.9 kJ/mol
* energy: -856.29869 hartree
* HOMO-LUMO gap: 9.8 eV
* structure (SMILES): NC(=O)CC[C@H](NC(=O)[C@@H]1CCCN1)C(=O)O

---

Entry from the OMol25 dataset: a molecular structure, C10H17N4O5RuS at a distorted geometry (wB97M-V/def2-TZVPD).

```
38
Properties=species:S:1:pos:R:3:lowdin_charge:R:1
Ru 0.359 -0.407 0.646 1.17
O -0.032 -2.199 -0.434 -0.17
C 0.804 -3.235 -0.865 -0.17
C 2.023 -3.079 0.043 -0.13
N 2.074 -1.671 0.389 -0.26
C 2.985 -0.825 -0.393 -0.06
C 2.240 0.413 -1.005 -0.62
O 2.513 0.608 -2.241 -0.04
O 1.513 1.100 -0.236 -0.11
C 1.993 -1.350 1.837 -0.18
C 2.030 0.182 2.258 -0.60
O 3.051 0.459 2.987 -0.01
O 1.011 0.901 2.030 -0.11
H -0.949 -2.190 -0.543 0.09
H 1.059 -3.073 -1.917 0.13
H 0.321 -4.207 -0.736 0.13
H 2.935 -3.467 -0.422 0.14
H 1.854 -3.686 0.942 0.13
H 3.406 -1.395 -1.231 0.13
H 3.839 -0.484 0.203 0.14
H 2.817 -1.859 2.353 0.16
H 1.058 -1.757 2.241 0.00
C -3.841 3.962 0.846 -0.10
C -4.202 2.677 0.118 -0.26
C -2.985 1.965 -0.370 -0.62
N -2.220 1.197 0.376 0.05
N -1.159 0.676 -0.338 -0.15
C -1.159 1.058 -1.595 -0.68
N -0.246 0.680 -2.509 0.11
S -2.469 2.092 -2.003 1.13
H -4.746 4.461 1.207 0.07
H -3.310 4.657 0.186 0.08
H -3.197 3.761 1.709 0.08
H -4.883 2.904 -0.711 0.10
H -4.750 2.017 0.801 0.12
H 0.319 -0.125 -2.259 0.08
H -0.505 0.720 -3.486 0.11
H 0.450 -1.483 2.120 0.09
```

Summary:
* molar mass: 406.41 g/mol
* <S²>: 0.81
* energy: -1479.23381 hartree
* 2S+1: 2
* HOMO-LUMO gap (spin up / spin down): 7.2 / 6.8 eV